Entry 1:
# C28H37N3O5

A cluster of 3 separate species, C28H37N3O5 in total in a non-equilibrium geometry (ωB97M-V with the def2-TZVPD basis set, OMol25).

Values from the calculation:
relative energy (zero: lowest compared OMol25 entry of this formula, charge and spin): 3.290 eV
LUMO level: 0.0202 Ha
Kohn-Sham gap: 0.3301 Eh
structure (SMILES): Cc1ccc(C(C)C)c(OC[C@@](C#N)(CC#N)c2ccccn2)c1.CCOC(C)=O.CCOC(C)=O
DFT total energy: -44342.699 eV
highest occupied orbital energy: -8.43 eV

```
73
C28H37N3O5 | OMol25 | ωB97M-V with the def2-TZVPD basis set
C -0.531 -2.995 3.774
C -0.607 -2.126 2.536
C -1.859 -1.791 2.027
C -1.917 -0.990 0.903
C -0.798 -0.500 0.249
C -0.996 0.352 -0.988
C -0.838 1.865 -0.726
C -0.143 -0.137 -2.190
C 0.443 -0.821 0.781
O 1.552 -0.289 0.153
C 2.640 -1.171 0.001
C 3.808 -0.937 1.037
C 3.345 -0.092 2.162
N 2.834 0.332 3.106
C 4.276 -2.327 1.544
C 4.934 -2.235 2.861
N 5.543 -2.447 3.818
C 4.963 -0.147 0.364
C 4.639 1.082 -0.178
C 5.635 1.853 -0.757
C 6.910 1.288 -0.729
C 7.082 0.037 -0.187
N 6.151 -0.742 0.379
C 0.513 -1.636 1.897
H -0.336 -4.044 3.545
H 0.167 -2.586 4.507
H -1.520 -2.973 4.246
H -2.747 -2.145 2.537
H -2.898 -0.727 0.515
H -2.034 0.195 -1.300
H -0.093 2.096 0.036
H -1.806 2.247 -0.387
H -0.637 2.375 -1.673
H -0.717 0.115 -3.092
H 0.830 0.357 -2.226
H -0.048 -1.226 -2.169
H 2.309 -2.213 0.002
H 3.070 -0.989 -0.989
H 3.388 -2.949 1.689
H 4.907 -2.844 0.825
H 3.614 1.437 -0.146
H 5.470 2.833 -1.184
H 7.760 1.824 -1.130
H 8.087 -0.383 -0.212
H 1.479 -1.912 2.306
C -4.847 -0.639 -7.555
C -4.786 0.023 -6.194
O -3.808 -0.593 -5.352
C -2.507 -0.254 -5.352
C -1.965 0.599 -6.473
O -1.786 -0.695 -4.497
H -3.904 -0.538 -8.093
H -5.638 -0.196 -8.160
H -5.042 -1.706 -7.447
H -4.618 1.099 -6.262
H -5.737 -0.110 -5.681
H -1.585 -0.052 -7.260
H -1.145 1.196 -6.080
H -2.689 1.293 -6.893
C -3.373 1.160 5.907
C -2.735 0.666 4.624
O -3.166 1.430 3.496
C -2.581 2.575 3.102
C -1.608 3.263 4.031
O -2.895 3.063 2.052
H -3.082 2.186 6.131
H -3.081 0.528 6.747
H -4.459 1.146 5.818
H -1.646 0.638 4.682
H -3.059 -0.355 4.427
H -2.151 3.987 4.638
H -0.873 3.787 3.425
H -1.059 2.584 4.679
```

***

Entry 2:
# C28H37N7O4S4Ti

A structure of composition C28H37N7O4S4Ti in a non-equilibrium geometry (ωB97M-V with the def2-TZVPD basis set, OMol25).

Values from the calculation:
relative energy (zero: lowest compared OMol25 entry of this formula, charge and spin): 0.000 eV
LUMO level (alpha / beta): -0.0085 / -0.0085 Ha
Kohn-Sham gap (alpha / beta): 0.1908 / 0.1913 Eh
DFT total energy: -114714.202 eV
highest occupied orbital energy (alpha / beta): -5.42 / -5.44 eV

```
81
C28H37N7O4S4Ti | OMol25 | ωB97M-V with the def2-TZVPD basis set
Ti 0.218 -1.135 0.513
C -1.548 1.440 4.705
C -1.840 0.011 5.144
N -0.761 -0.923 4.853
C -0.413 -1.270 3.574
S -1.602 -1.243 2.319
N 0.824 -1.670 3.415
N 1.052 -2.057 2.114
C 1.948 -2.992 1.877
C 2.882 -3.561 2.900
C 1.908 -3.478 0.541
C 2.777 -4.476 0.054
C 2.619 -4.949 -1.214
C 1.592 -4.424 -2.017
C 0.794 -3.444 -1.511
N 0.924 -2.951 -0.254
H -2.384 2.097 4.950
H -0.654 1.826 5.200
H -1.386 1.477 3.629
H -2.013 -0.033 6.221
H -2.744 -0.354 4.658
H 0.042 -0.878 5.465
H 2.647 -3.148 3.877
H 2.804 -4.648 2.949
H 3.918 -3.314 2.657
H 3.562 -4.854 0.692
H 3.279 -5.716 -1.597
H 1.432 -4.778 -3.025
H 0.010 -2.995 -2.109
C -4.923 -0.463 -0.606
C -3.796 -1.446 -0.306
S -2.161 -0.955 -0.854
C -2.238 -0.926 -2.649
C -2.892 0.299 -3.278
S -2.274 1.859 -2.590
C -3.791 2.821 -2.374
C -4.973 2.160 -1.661
S -4.606 1.268 -0.123
H -5.817 -0.802 -0.081
H -5.158 -0.472 -1.668
H -4.046 -2.424 -0.722
H -3.680 -1.575 0.772
H -2.733 -1.834 -3.003
H -1.189 -0.975 -2.942
H -3.970 0.270 -3.152
H -2.695 0.274 -4.352
H -4.143 3.197 -3.338
H -3.453 3.688 -1.802
H -5.493 1.471 -2.324
H -5.695 2.943 -1.421
C -1.847 4.095 0.895
C -0.802 3.072 1.184
C 0.404 3.150 1.851
C 0.966 1.864 1.762
N 0.140 1.051 1.112
N -0.924 1.805 0.770
C 2.278 1.391 2.294
H -1.769 4.919 1.602
H -2.846 3.665 0.978
H -1.730 4.501 -0.112
H 0.825 4.013 2.336
H -1.682 1.393 0.237
H 2.598 2.033 3.114
H 3.044 1.413 1.516
H 2.204 0.368 2.660
O 0.538 -0.265 -1.540
C 1.755 -0.097 -1.248
O 2.200 -0.450 -0.118
C 2.676 0.535 -2.250
C 2.180 1.034 -3.450
C 3.035 1.624 -4.371
C 4.392 1.715 -4.099
C 4.858 1.214 -2.899
C 4.031 0.628 -1.965
N 6.315 1.313 -2.603
O 6.700 0.877 -1.542
O 7.021 1.816 -3.449
H 1.119 0.958 -3.643
H 2.648 2.015 -5.302
H 5.085 2.166 -4.794
H 4.423 0.248 -1.032
```

***

Q: Among the records above, which one has the lowest relative energy (zero: lowest compared OMol25 entry of this formula, charge and spin)?
A: C28H37N7O4S4Ti

***

Q: The lowest DFT total energy belongs to which entry?
A: C28H37N7O4S4Ti

***

Q: Which of these has the lowest DFT total energy?
A: C28H37N7O4S4Ti